1.
# C28H33FeIN4O2P

C28H33FeIN4O2P as an isolated structure (the ωB97M-V functional and the def2-TZVPD basis, the Open Molecules 2025 dataset).

The geometry in XYZ format:
```
70
Properties=species:S:1:pos:R:3:lowdin_charge:R:1
Fe -0.403 -2.165 0.094 0.909
C 2.312 -3.615 -0.071 -0.062
N 1.778 -2.249 0.118 -0.325
C 2.346 -1.388 -0.942 -0.060
C 2.159 -1.728 1.452 -0.161
C 1.229 -2.259 2.528 -0.160
N -0.169 -1.891 2.230 -0.323
C -0.416 -0.467 2.548 -0.057
C -1.121 -2.698 3.023 -0.049
H 3.405 -3.587 -0.097 0.109
H 1.948 -4.030 -1.008 0.093
H 2.001 -4.269 0.740 0.081
H 3.439 -1.377 -0.887 0.108
H 1.975 -0.371 -0.834 0.070
H 2.056 -1.771 -1.920 0.099
H 2.113 -0.639 1.408 0.117
H 3.193 -1.996 1.689 0.144
H 1.536 -1.882 3.510 0.145
H 1.288 -3.347 2.575 0.118
H -0.269 -0.290 3.618 0.111
H -1.443 -0.214 2.288 0.100
H 0.256 0.180 1.988 0.069
H -1.074 -2.426 4.081 0.107
H -0.885 -3.756 2.934 0.078
H -2.134 -2.526 2.662 0.103
O -1.933 -1.076 -0.306 -0.113
C -1.778 0.198 -0.418 -0.420
O -0.421 0.645 -0.460 -0.181
C -2.674 1.262 -0.446 -0.162
C -4.089 1.194 -0.407 0.007
C -4.804 2.364 -0.404 -0.043
C -4.174 3.627 -0.435 -0.051
C -2.798 3.718 -0.481 -0.051
C -2.050 2.543 -0.486 -0.233
P -0.334 2.262 -0.615 1.035
C 0.398 2.595 -2.194 -0.287
C 0.496 1.591 -3.156 -0.062
C 0.973 1.901 -4.421 -0.051
C 1.333 3.206 -4.725 -0.039
C 1.224 4.210 -3.770 -0.043
C 0.758 3.910 -2.503 -0.069
C 0.649 2.957 0.673 -0.291
C 0.030 3.277 1.888 -0.063
C 0.783 3.817 2.916 -0.047
C 2.143 4.042 2.733 -0.036
C 2.760 3.725 1.530 -0.047
C 2.017 3.186 0.493 -0.066
H -4.582 0.232 -0.386 0.124
H -5.885 2.321 -0.381 0.119
H -4.774 4.526 -0.421 0.115
H -2.313 4.686 -0.510 0.121
H 0.198 0.578 -2.919 0.103
H 1.057 1.128 -5.173 0.116
H 1.699 3.446 -5.715 0.121
H 1.505 5.226 -4.015 0.121
H 0.681 4.694 -1.758 0.119
H -1.034 3.115 2.016 0.117
H 0.311 4.075 3.854 0.120
H 2.724 4.480 3.534 0.122
H 3.818 3.910 1.397 0.119
H 2.494 2.947 -0.449 0.113
I -0.909 -8.264 0.218 0.973
C -0.981 -6.336 -0.470 -0.764
C -1.366 -5.894 -1.719 -0.096
N -1.255 -4.558 -1.722 0.026
N -0.822 -4.088 -0.537 -0.066
C -0.659 -5.172 0.228 -0.189
H -1.713 -6.436 -2.584 0.139
H -1.504 -3.925 -2.465 0.173
H -0.319 -5.084 1.246 0.100
```

Its expectation value of S² is 8.786. The calculation puts the frontier orbital gap (spin up / spin down) at 6.31 / 8.27 eV. The net charge is +2. As for the HOMO energy (spin up / spin down): -11.283 / -13.784 eV. The molecular weight is 671.3 g/mol. The value obtained for the LUMO energy (spin up / spin down) is -4.97 / -5.52 eV. As for the multiplicity: 6. The value obtained for the calculated total energy is -3358.55609 a.u.

2.
# C28H34AsF3N2O2PtSb

C28H34AsF3N2O2PtSb as an isolated structure (the ωB97M-V functional and the def2-TZVPD basis, the Open Molecules 2025 dataset).

The geometry in XYZ format:
```
72
Properties=species:S:1:pos:R:3:lowdin_charge:R:1
Pt 1.408 -0.256 0.565 0.683
C 4.865 -2.357 2.074 0.012
C 3.546 -1.709 1.803 -0.262
N 3.364 -0.803 0.891 -0.182
O 4.383 -0.492 0.002 -0.050
C 2.377 -2.085 2.561 -0.283
C 2.349 -2.963 3.764 -0.012
N 1.247 -1.567 2.114 -0.299
O 0.156 -1.796 2.696 -0.148
H 5.695 -1.886 1.552 0.083
H 4.827 -3.416 1.814 0.113
H 5.079 -2.292 3.140 0.100
H 4.908 -1.293 -0.142 0.101
H 3.339 -3.317 4.037 0.074
H 1.701 -3.824 3.590 0.095
H 1.919 -2.421 4.609 0.094
C 1.008 0.829 -3.419 -0.151
C 2.042 1.655 -2.667 -0.394
As 1.784 1.738 -0.745 1.074
C 3.397 2.623 -0.106 -0.408
C 3.660 3.995 -0.715 -0.145
C 0.432 3.101 -0.379 -0.397
C 0.108 4.037 -1.536 -0.147
H 1.256 0.794 -4.480 0.084
H 0.005 1.248 -3.326 0.044
H 0.972 -0.197 -3.048 0.065
H 2.071 2.686 -3.020 0.068
H 3.044 1.240 -2.790 0.079
H 4.219 1.938 -0.293 0.049
H 3.277 2.691 0.977 0.073
H 3.797 3.942 -1.796 0.071
H 4.570 4.420 -0.293 0.080
H 2.850 4.697 -0.509 0.061
H 0.821 3.651 0.481 0.077
H -0.458 2.585 -0.022 0.018
H 0.981 4.605 -1.857 0.064
H -0.657 4.755 -1.236 0.084
H -0.271 3.492 -2.401 0.057
F -3.489 0.945 -5.375 0.088
C -2.995 0.659 -4.166 -0.273
C -2.648 -0.647 -3.877 0.014
C -2.140 -0.935 -2.619 -0.106
C -1.968 0.070 -1.669 -0.367
C -2.338 1.375 -1.995 -0.154
C -2.856 1.680 -3.245 0.002
Sb -1.128 -0.455 0.205 1.481
C -2.419 0.459 1.596 -0.365
C -3.575 1.120 1.190 -0.111
C -4.416 1.702 2.127 0.007
C -4.080 1.603 3.463 -0.273
F -4.888 2.162 4.372 0.084
C -2.945 0.943 3.897 0.013
C -2.109 0.371 2.953 -0.103
C -1.651 -2.485 0.252 -0.393
C -0.744 -3.456 -0.160 -0.131
C -1.102 -4.794 -0.164 0.005
C -2.375 -5.133 0.256 -0.271
F -2.727 -6.425 0.260 0.082
C -3.296 -4.192 0.674 0.013
C -2.925 -2.856 0.667 -0.090
H -2.785 -1.416 -4.624 0.129
H -1.878 -1.960 -2.386 0.099
H -2.242 2.179 -1.277 0.090
H -3.157 2.685 -3.509 0.129
H -3.849 1.172 0.144 0.091
H -5.322 2.217 1.837 0.126
H -2.732 0.883 4.955 0.127
H -1.220 -0.156 3.277 0.080
H 0.257 -3.176 -0.473 0.092
H -0.418 -5.570 -0.479 0.124
H -4.278 -4.508 0.998 0.127
H -3.636 -2.109 1.001 0.107
```

The calculation puts the frontier orbital gap (spin up / spin down) at 7.91 / 7.91 eV. The net charge is +1. As for the HOMO energy (spin up / spin down): -11.093 / -11.093 eV. The molecular weight is 879.3 g/mol. The energy above the lowest of the compared OMol25 structures with the same formula, charge and spin is 0.00 kJ/mol. The value obtained for the LUMO energy (spin up / spin down) is -3.19 / -3.19 eV. The value obtained for the calculated total energy is -4241.98671 a.u.

3.
# C28H34BF3FeO2

C28H34BF3FeO2 as an isolated structure in a non-equilibrium geometry (the ωB97M-V functional and the def2-TZVPD basis, the Open Molecules 2025 dataset).

The geometry in XYZ format:
```
69
Properties=species:S:1:pos:R:3:lowdin_charge:R:1
C -3.949 -2.581 -0.096 -0.018
C -2.974 -1.377 -0.115 -0.431
C -3.379 -0.528 -1.292 -0.022
C -2.734 -0.647 1.319 -0.454
C -2.226 0.807 1.360 -0.009
C -3.990 -0.627 2.163 -0.026
O -1.662 -1.394 1.867 0.048
B -0.948 -2.001 0.775 -0.840
C 0.673 -1.796 0.603 -0.079
C 1.465 -1.417 1.684 -0.026
C 2.864 -1.350 1.536 -0.035
C 3.425 -1.621 0.293 -0.167
C 4.924 -1.514 0.127 -0.521
F 5.413 -2.328 -0.848 0.115
F 5.282 -0.223 -0.211 0.083
F 5.614 -1.823 1.264 0.112
C 2.655 -2.008 -0.789 -0.013
C 1.259 -2.090 -0.632 -0.045
C -1.188 -3.693 1.096 -0.185
C -1.426 -4.717 0.052 -0.178
C -0.198 -4.776 0.900 -0.164
O -1.664 -1.839 -0.451 0.018
H -4.981 -2.229 0.048 0.084
H -3.923 -3.069 -1.082 0.092
H -3.736 -3.343 0.668 0.084
H -4.122 0.216 -0.987 0.094
H -2.487 -0.082 -1.739 0.041
H -3.819 -1.178 -2.058 0.090
H -2.839 1.518 0.786 0.084
H -2.230 1.184 2.402 0.095
H -1.177 0.868 1.017 0.065
H -4.741 0.003 1.656 0.094
H -4.403 -1.637 2.294 0.086
H -3.794 -0.164 3.134 0.083
H 1.025 -1.159 2.649 0.124
H 3.500 -1.090 2.383 0.119
H 3.115 -2.249 -1.748 0.118
H 0.657 -2.372 -1.492 0.122
H -1.826 -3.784 1.992 0.122
H -2.197 -5.463 0.277 0.094
H -1.350 -4.426 -1.009 0.103
H 0.759 -4.543 0.425 0.087
H -0.206 -5.597 1.634 0.094
C -1.058 1.687 -2.172 -0.065
C -0.148 1.114 -1.177 -0.002
C 0.348 2.008 -0.212 -0.301
C 1.494 1.830 0.689 -0.049
C 1.648 3.006 1.490 -0.067
C 0.631 3.970 1.109 -0.078
C -0.160 3.390 0.072 -0.084
Fe 1.719 3.416 -0.474 0.550
C 2.308 5.068 -1.418 -0.123
C 1.685 4.143 -2.344 -0.125
C 2.406 2.888 -2.293 -0.096
C 3.467 3.020 -1.322 -0.119
C 3.415 4.370 -0.779 -0.118
H -0.747 1.519 -3.208 0.103
H -2.092 1.353 -2.016 0.065
H -1.149 2.789 -2.110 0.076
H 0.334 0.151 -1.281 0.118
H 2.019 0.873 0.760 0.123
H 2.352 3.117 2.303 0.136
H 0.456 4.944 1.563 0.139
H -1.064 3.805 -0.372 0.136
H 2.099 6.129 -1.351 0.127
H 0.920 4.398 -3.071 0.128
H 2.248 2.041 -2.952 0.138
H 4.240 2.278 -1.135 0.127
H 4.167 4.829 -0.151 0.127
```

Its expectation value of S² is 6.107. The calculation puts the frontier orbital gap (spin up / spin down) at 4.57 / 3.92 eV. The net charge is 0. As for the HOMO energy (spin up / spin down): -6.380 / -6.375 eV. The molecular weight is 526.2 g/mol. The value obtained for the LUMO energy (spin up / spin down) is -1.81 / -2.45 eV. As for the multiplicity: 5. The value obtained for the calculated total energy is -2825.76116 a.u.